Record 1
16
Properties=species:S:1:pos:R:3:forces:R:3:lowdin_charge:R:1 method="wB97M-V/def2-TZVPD" energy_ha=-400.13396 relative_energy_ev=2.382 multiplicity=1 smiles=N[C@@H]1O[C@@H]1O.CO e_lumo_ev=0.9
C -1.337547 0.681837 0.629139 0.2804 0.0204 -0.9408 -0.3833
C -0.063443 1.398985 0.783570 0.2310 -0.2307 -0.6154 -0.3416
N 1.080986 0.709076 1.275339 -0.0166 -0.0839 0.2243 0.0771
O -1.159552 1.632306 1.636226 -0.4090 0.3936 0.9650 0.0441
O -1.456164 -0.628123 1.001186 -0.0353 -0.2782 0.2931 0.0244
H -0.779213 -1.158238 0.528477 -0.0549 0.2150 -0.0430 0.0678
H -2.028100 0.994811 -0.155070 -0.0675 -0.0597 0.1376 0.1518
H 0.181893 2.220019 0.115238 0.0180 0.0034 0.0751 0.1460
H 1.689211 1.338714 1.788483 -0.0154 -0.0573 -0.0655 0.0911
H 0.775012 -0.018783 1.918665 0.0735 0.1078 -0.0382 0.0975
C 0.357446 -1.246649 -1.915747 0.0402 0.0234 -0.2330 -0.1355
O 0.644759 -1.496652 -0.556513 0.1545 -0.1777 0.3101 -0.1482
H 1.280563 -0.841014 -0.233073 -0.0829 0.0883 0.0851 0.0605
H -0.428077 -1.941870 -2.203716 -0.0048 0.0398 -0.0844 0.0864
H 1.236219 -1.422440 -2.543384 -0.0822 0.0144 -0.0151 0.0815
H 0.006007 -0.221978 -2.068820 -0.0289 -0.0187 -0.0548 0.0805

=====

Record 2
60
Properties=species:S:1:pos:R:3:forces:R:3:lowdin_charge:R:1 method="wB97M-V/def2-TZVPD" charge=+2 energy_ha=-2391.01094 s_squared=6.06 relative_energy_ev=0.504 multiplicity=5 e_lumo_ev="-6.0 / -8.1"
Ir -0.455909 0.889737 1.122782 -0.8647 2.9501 -0.0621 0.8857
N 1.382154 3.362047 -3.398452 -0.0808 1.4148 -0.2937 0.2296
C 1.022531 3.029326 -1.985351 -0.7280 -0.7261 0.9642 -0.2981
C 2.228975 2.326547 -1.353351 0.0901 0.4065 0.4567 -0.0844
C 2.246933 2.339387 0.190934 0.6959 -0.8184 0.4888 -0.2950
N 1.525888 1.197921 0.908581 2.5684 -0.3791 -0.5052 -0.1264
C 1.739568 3.606393 0.829355 0.2079 0.5267 1.1534 -0.1083
C 0.381993 4.022153 0.258115 -1.0236 0.2139 0.1021 -0.2587
N -0.720512 2.942994 0.438167 -0.3794 0.9835 0.1175 -0.0470
C 0.513932 4.302968 -1.253184 1.2831 -0.4970 -0.1054 -0.0879
H 1.561067 2.559526 -3.989249 -0.1247 -0.4906 -0.1734 0.1779
H 2.245262 3.941987 -3.440994 -0.5310 -0.2715 0.1343 0.1926
H 0.623730 3.931115 -3.813754 0.3822 -0.3543 -0.1009 0.1902
H 0.174248 2.312019 -2.011825 0.5409 0.2748 -0.3505 0.1056
H 3.157709 2.874286 -1.637061 -0.5143 -0.2922 0.0837 0.1448
H 2.334114 1.293332 -1.707286 -0.0980 0.2005 -0.1033 0.1284
H 3.333592 2.222411 0.415538 -0.8244 -0.0393 0.2191 0.1659
H 1.825651 1.249787 1.888547 0.1352 -0.0104 -0.0777 0.1087
H 1.861924 0.278519 0.579315 0.2259 0.4933 0.1036 0.0791
H 2.484306 4.426268 0.717651 -0.6070 -0.3674 -0.2327 0.1508
H 1.716587 3.443141 1.945107 -0.3559 0.2118 -1.0325 0.1474
H 0.014880 4.962011 0.741921 0.3625 -0.8570 -0.2928 0.1700
H -1.257282 2.879299 -0.428563 0.0515 0.2343 0.2095 0.0797
H -1.403849 3.243668 1.158831 0.7963 0.1404 -0.4648 0.1084
H 1.254286 5.106931 -1.408792 -0.2692 -0.1006 0.2243 0.1430
H -0.425419 4.629081 -1.687026 -0.2386 0.0746 -0.0457 0.1285
N -2.391409 0.759844 1.828409 -3.3890 -1.4547 0.7332 -0.1733
C -2.793188 1.482212 3.180244 0.0541 -0.3849 -2.2321 -0.0634
C -1.459737 1.759611 3.818659 1.0463 0.3522 2.8378 -0.6533
O -1.557667 1.791902 5.041084 0.6844 0.2772 -1.0028 0.0735
O -0.338177 1.912848 3.124035 -1.8693 0.1037 0.4099 -0.2161
H -3.099948 0.940980 1.091151 0.4893 0.2257 0.5420 0.1067
H -2.607934 -0.253326 2.034331 0.6235 1.0536 -0.2371 0.0803
H -3.448021 0.858383 3.832619 0.8388 0.2003 -0.6762 0.1450
H -3.393152 2.380721 2.935282 0.6287 -0.2616 0.0639 0.1303
S -0.149575 -1.155148 2.024242 0.5954 -1.7080 0.4284 0.3905
P -0.313302 -1.817794 0.101682 0.2900 -2.0908 -0.1090 0.2055
S -0.639478 -0.179045 -1.008723 -0.2976 0.0497 -1.5475 0.3032
C 1.121506 -2.745010 -0.434669 -2.4341 2.0999 -1.7737 -0.4043
C 2.039818 -3.345938 0.457437 2.2506 -1.4060 2.8264 -0.0984
C 2.938816 -4.314513 0.028286 0.2479 -0.5654 0.6293 -0.0686
C 3.078345 -4.584361 -1.321070 2.2112 -2.2578 2.1453 -0.0688
C 2.206523 -3.958557 -2.231505 -2.1842 2.4880 -1.4262 -0.0133
C 1.269328 -3.015554 -1.788417 0.1853 0.0009 -1.7979 -0.0914
C -1.691781 -2.961539 -0.050717 -0.0465 0.2684 0.1634 -0.3961
C -1.575776 -4.210332 0.531105 1.4232 -0.4574 0.6712 -0.0847
C -2.620667 -5.102129 0.520990 -0.0547 -0.1559 0.2283 -0.0650
C -3.833576 -4.758035 -0.033745 -0.7094 -0.0379 -0.7463 -0.0403
C -3.958017 -3.497865 -0.632571 -0.4822 -0.2207 0.3737 -0.0548
C -2.896764 -2.614203 -0.631468 0.0103 -0.1170 -0.2078 -0.1159
H 2.087413 -2.996768 1.498352 -0.0437 -0.2447 -0.4634 0.0991
H 3.503671 -4.857630 0.817487 -0.1419 0.5742 -0.9205 0.1344
H 3.807233 -5.318145 -1.685586 -0.3645 0.3749 0.2719 0.1226
H 2.297629 -4.148515 -3.293270 -0.1224 -0.0806 0.0355 0.1234
H 0.678098 -2.492609 -2.571175 0.2112 -0.4889 0.7844 0.1111
H -0.634233 -4.537373 1.017434 -0.5599 0.3457 -0.3544 0.1282
H -2.476104 -6.057454 0.983869 -0.0393 -0.3872 0.0932 0.1150
H -4.646400 -5.508516 -0.073130 0.4672 0.7502 0.1249 0.1310
H -4.897779 -3.147075 -1.042187 0.0066 -0.3128 -0.1460 0.1137
H -2.972032 -1.681893 -1.148406 -0.2259 0.5468 -0.1383 0.0639

=====

Record 3
10
Properties=species:S:1:pos:R:3:forces:R:3:lowdin_charge:R:1 method="wB97M-V/def2-TZVPD" energy_ha=-355.57805 relative_energy_ev=1.683 multiplicity=1 smiles="N=C=CC=O.N#N" e_lumo_ev=0.3
N 2.038939 -0.256861 0.589532 -0.6684 0.0079 -0.2294 0.2231
C 0.928087 -0.337518 0.130325 0.4172 -1.8178 0.6783 -0.2244
N 0.575735 1.817674 -0.934841 -2.0923 0.6042 -1.3916 0.0708
N -0.399900 1.479145 -1.323990 1.9884 2.0258 0.2122 0.0877
O -1.412220 0.258888 1.553952 -0.0522 -0.2362 -0.3076 0.0129
C -1.415969 -0.494908 0.599510 0.0687 -0.0230 0.2923 -0.3213
C -0.280953 -0.702989 -0.287829 0.4073 -1.0584 0.7784 -0.1628
H 2.651230 0.545162 0.560056 -0.1191 0.2650 -0.1243 0.0875
H -2.298982 -1.123766 0.364834 0.0241 0.2256 -0.0118 0.1176
H -0.385963 -1.184830 -1.251552 0.0264 0.0068 0.1034 0.1089